Record 1
Entry from OMol25: C24H26INO2RhS3SbSi as an isolated structure in a non-equilibrium geometry (wB97M-V/def2-TZVPD).

Geometry as XYZ:
```
60
Properties=species:S:1:pos:R:3:forces:R:3:lowdin_charge:R:1
Rh 0.784 2.000 2.330 -0.831 -1.469 -0.525 0.0858
S 5.024 2.111 4.464 0.409 0.202 0.328 -0.1263
Sb 3.853 0.855 2.910 -0.836 0.277 -0.335 0.2851
S 2.863 2.631 1.503 -0.566 -0.739 0.830 -0.0811
S 1.705 0.734 4.075 0.269 0.921 -1.017 -0.0746
O 0.303 0.221 1.107 0.623 0.829 0.586 -0.4208
Si 0.848 -0.982 0.237 0.178 -0.410 -0.219 0.4198
C -0.513 -2.278 -0.052 0.210 0.072 0.135 -0.2154
C -0.234 -3.644 -0.066 -0.048 -0.014 -0.012 -0.0968
C -1.222 -4.578 -0.353 -0.035 -0.071 -0.031 -0.1000
C -2.514 -4.158 -0.631 0.022 -0.019 -0.020 -0.1124
C -2.816 -2.803 -0.606 -0.051 -0.011 -0.032 -0.0990
C -1.823 -1.879 -0.317 -0.026 0.004 -0.011 -0.0853
C 1.405 -0.528 -1.527 -0.126 -0.013 0.117 -0.2196
C 2.010 0.702 -1.788 -0.011 0.085 0.053 -0.0992
C 2.464 1.033 -3.058 0.012 0.018 -0.053 -0.0950
C 2.313 0.136 -4.106 0.014 0.018 0.044 -0.1118
C 1.697 -1.086 -3.874 0.030 -0.022 -0.111 -0.1046
C 1.248 -1.409 -2.601 0.001 -0.045 0.073 -0.0986
C 2.303 -1.936 1.007 -0.111 0.198 -0.126 -0.2518
C 3.427 -2.343 0.286 0.001 0.074 -0.064 -0.0965
C 4.495 -2.976 0.910 0.053 -0.029 0.038 -0.1022
C 4.461 -3.203 2.278 -0.015 -0.053 0.029 -0.1133
C 3.341 -2.832 3.011 -0.018 -0.034 -0.004 -0.1225
C 2.272 -2.215 2.375 -0.092 -0.199 -0.040 -0.1811
H 0.774 -3.982 0.152 -0.012 -0.017 -0.001 0.0977
H -0.987 -5.636 -0.365 0.022 0.013 0.009 0.0943
H -3.282 -4.884 -0.870 -0.010 0.005 0.031 0.0915
H -3.829 -2.478 -0.817 0.022 0.037 0.019 0.0926
H -2.056 -0.821 -0.287 -0.056 0.017 0.015 0.0771
H 2.128 1.412 -0.979 0.055 0.057 0.090 0.0419
H 2.941 1.992 -3.226 -0.011 -0.005 0.003 0.0971
H 2.675 0.386 -5.096 -0.024 -0.002 -0.003 0.0912
H 1.571 -1.787 -4.692 -0.020 -0.017 0.033 0.0928
H 0.765 -2.368 -2.434 0.010 0.014 -0.045 0.0952
H 3.472 -2.158 -0.783 0.021 0.036 0.028 0.0964
H 5.357 -3.290 0.332 -0.001 0.043 -0.006 0.0943
H 5.300 -3.676 2.774 -0.001 0.004 -0.011 0.0942
H 3.301 -3.016 4.078 0.004 -0.002 0.000 0.1016
H 1.394 -1.939 2.942 0.036 0.087 0.100 0.0719
O -0.975 2.576 0.864 0.392 0.408 0.172 -0.0810
C -1.846 2.035 0.219 -0.038 -0.154 -0.319 -0.5095
C -1.886 2.117 -1.282 0.126 0.163 0.094 -0.0868
C -2.536 3.505 -1.507 -0.135 -0.095 -0.067 -0.1743
C -3.856 3.768 -0.748 0.124 0.119 0.080 -0.1930
C -3.737 3.975 0.780 -0.007 -0.176 -0.057 -0.1724
C -3.669 2.661 1.593 0.101 0.250 0.015 -0.1682
N -3.019 1.614 0.800 -0.030 -0.195 0.218 0.0662
H -2.492 1.325 -1.726 -0.021 -0.027 0.015 0.1154
H -0.882 2.092 -1.701 0.002 -0.066 0.012 0.1182
H -2.719 3.634 -2.576 0.023 -0.003 0.009 0.1071
H -1.812 4.266 -1.205 0.022 -0.004 -0.019 0.1195
H -4.577 2.972 -0.969 -0.047 0.036 -0.028 0.1093
H -4.270 4.689 -1.166 -0.063 -0.049 -0.029 0.1027
H -4.588 4.564 1.127 0.034 0.016 0.039 0.1033
H -2.835 4.556 0.984 -0.026 0.039 0.013 0.1047
H -4.665 2.310 1.863 0.007 -0.054 -0.024 0.1136
H -3.098 2.822 2.507 -0.054 -0.029 0.018 0.0844
H -3.647 1.175 0.146 -0.031 0.060 -0.100 0.1133
I -0.107 4.015 3.751 0.528 -0.077 0.063 0.0151
```
Forces are in eV/Å.

Results
Expectation value of S²: 0.760
Kohn-Sham gap (alpha / beta): 0.2509 / 0.1959 Eh
Molar mass: 836.33 g/mol
E_HOMO (alpha / beta): -4.9 / -4.8 eV
Total charge: -1
Spin multiplicity: 2

Record 2
Entry from OMol25: a 2-piece molecular cluster, C4H7N4 overall in a non-equilibrium geometry (wB97M-V/def2-TZVPD).

Geometry as XYZ:
```
15
Properties=species:S:1:pos:R:3:forces:R:3:lowdin_charge:R:1
C 0.933 1.951 -0.555 0.919 1.001 -0.680 0.1244
C 2.147 -1.850 1.987 -2.126 1.793 -2.319 0.2014
C 1.389 -1.303 1.217 2.232 -0.685 2.120 -0.1407
C -0.470 -1.216 -0.064 -0.885 -0.163 3.068 -0.1044
N -0.180 2.119 -0.884 -0.065 -0.508 -0.961 -0.1377
N -1.340 1.905 -1.117 -1.090 -0.754 3.474 0.1004
N -1.568 -0.753 -0.501 -2.440 1.688 -2.358 0.2093
N 0.533 -0.551 0.499 -1.208 -4.303 -0.617 0.1005
H 1.686 2.678 -0.428 0.905 0.431 0.735 0.0982
H 2.893 -2.186 2.609 1.068 -0.900 1.003 0.0295
H -0.734 -2.182 0.323 1.552 -1.167 -0.254 0.1723
H -1.835 2.196 -1.878 -0.671 1.202 -3.099 0.0787
H -2.307 -1.391 -0.731 0.001 -0.548 0.063 0.1436
H -1.839 0.211 -0.770 1.012 0.083 0.384 0.0932
H 0.693 0.373 0.290 0.795 2.831 -0.562 0.0315
```
Forces are in eV/Å.

Results
Kohn-Sham gap: 0.3471 Eh
Relative energy (zero: lowest compared OMol25 entry of this formula, charge and spin): 609.6 kJ/mol
Molar mass: 111.13 g/mol
E_HOMO: -13.6 eV
Total charge: +1

Record 3
Entry from OMol25: a 2-piece molecular cluster, C4H6BrNO3 overall in a non-equilibrium geometry (wB97M-V/def2-TZVPD).

Geometry as XYZ:
```
15
Properties=species:S:1:pos:R:3:forces:R:3:lowdin_charge:R:1
C 0.234 -0.661 -0.202 4.147 -0.954 -0.704 0.0696
C 2.388 -0.839 -0.967 -3.409 0.300 -0.303 -0.5150
C -2.009 1.496 0.818 0.312 -0.215 -0.226 -0.0544
C -1.768 0.598 -0.386 -0.945 0.350 0.297 -0.1839
N 2.916 -1.760 -0.075 0.529 -0.659 0.047 -0.5947
O 2.216 -2.455 0.640 -0.104 -0.195 0.459 0.0055
O 4.113 -1.947 -0.290 0.233 -0.061 0.390 0.0028
O -0.340 0.384 -0.519 -0.480 0.796 -0.257 -0.0573
Br 3.090 0.856 -0.946 0.224 0.649 0.202 0.7169
H -0.293 -1.543 0.174 -0.630 0.065 0.044 0.0957
H -1.425 2.411 0.727 -0.051 0.029 -0.011 0.0872
H -3.062 1.750 0.880 -0.102 0.020 0.006 0.0838
H -1.710 0.985 1.732 -0.046 0.007 0.052 0.0849
H -2.074 1.090 -1.313 0.109 -0.206 0.130 0.1325
H -2.275 -0.367 -0.274 0.214 0.073 -0.127 0.1266
```
Forces are in eV/Å.

Results
Kohn-Sham gap (alpha / beta): 0.2770 / 0.2770 Eh
Relative energy (zero: lowest compared OMol25 entry of this formula, charge and spin): 576.0 kJ/mol
Molar mass: 196.00 g/mol
E_HOMO (alpha / beta): -8.2 / -8.2 eV

Record 4
Entry from OMol25: C18H32F3IIrNO3Si2Te as an isolated structure (wB97M-V/def2-TZVPD).

Geometry as XYZ:
```
62
Properties=species:S:1:pos:R:3:forces:R:3:lowdin_charge:R:1
Ir -1.177 -0.457 0.075 0.176 -0.102 0.098 1.1796
I -3.371 -4.895 -3.087 -0.005 0.005 0.007 1.0602
C -3.690 -3.419 -1.672 -0.020 0.008 0.012 -0.6993
C -4.931 -3.227 -1.070 0.013 0.017 0.013 -0.0532
C -5.083 -2.215 -0.134 -0.031 -0.032 -0.022 0.0090
C -4.004 -1.421 0.190 -0.064 0.163 0.082 -0.0763
N -2.807 -1.611 -0.387 0.045 0.014 -0.014 -0.1058
C -2.649 -2.584 -1.307 0.008 -0.039 0.033 -0.1795
H -5.771 -3.858 -1.332 0.001 0.001 -0.002 0.1288
H -6.037 -2.034 0.342 -0.001 -0.007 -0.003 0.1381
H -4.096 -0.608 0.899 0.040 -0.074 -0.061 0.1182
H -1.670 -2.683 -1.757 -0.011 -0.004 0.004 0.1018
F -2.796 2.330 -3.185 0.006 -0.014 -0.005 0.2346
C -1.758 1.534 -3.306 -0.008 0.013 0.007 -0.5677
F -1.895 0.721 -4.329 0.003 -0.004 -0.007 0.2355
F -0.641 2.262 -3.448 0.003 -0.002 0.000 0.1856
C -1.566 0.716 -2.012 -0.115 0.110 -0.178 -0.4589
O -0.880 -0.338 -1.972 0.192 -0.165 -0.014 -0.0673
O -2.022 1.113 -0.895 -0.114 0.091 0.211 -0.0573
C 0.285 -2.719 1.102 0.019 0.223 0.083 -0.1235
Si 2.109 -2.390 0.675 0.026 0.021 -0.006 0.4678
C 3.211 -3.525 1.621 -0.042 -0.036 -0.002 -0.1361
C 2.301 -2.374 -1.169 0.000 -0.004 0.015 -0.1558
C 2.450 -0.599 1.358 0.006 -0.059 -0.008 -0.4687
Te 1.158 0.770 0.470 0.065 0.099 0.016 1.6187
C 2.153 1.457 -1.192 0.035 0.056 -0.040 -0.4762
Si 2.991 3.256 -0.902 -0.025 -0.017 0.025 0.4684
C 1.539 4.380 -0.623 -0.005 -0.003 0.005 -0.1665
C 3.923 3.537 -2.469 0.002 -0.017 -0.002 -0.1489
C 4.040 3.039 0.618 -0.015 -0.004 -0.004 -0.1746
H -0.057 -3.699 0.757 -0.016 0.004 0.000 0.0800
H -0.420 -2.052 0.494 -0.049 -0.191 -0.217 -0.0637
H -0.003 -2.586 2.143 0.022 -0.005 0.013 0.0613
H 3.025 -4.557 1.308 0.014 0.003 0.010 0.0639
H 3.044 -3.463 2.697 0.006 -0.003 -0.003 0.0582
H 4.262 -3.308 1.423 -0.004 0.009 -0.009 0.0625
H 2.145 -3.383 -1.561 -0.003 0.005 0.006 0.0628
H 3.309 -2.079 -1.470 0.005 0.002 0.014 0.0598
H 1.588 -1.718 -1.678 -0.001 0.004 -0.011 0.0200
H 3.468 -0.265 1.147 -0.007 0.005 -0.014 0.0433
H 2.276 -0.560 2.436 -0.002 -0.005 0.003 0.0415
H 1.431 1.536 -2.006 0.009 -0.014 -0.013 0.0179
H 2.941 0.733 -1.411 -0.007 -0.015 0.002 0.0421
H 0.865 4.403 -1.482 0.002 -0.005 0.003 0.0454
H 1.886 5.403 -0.463 0.005 -0.002 -0.007 0.0598
H 0.964 4.106 0.269 -0.001 0.007 -0.001 0.0265
H 3.269 3.529 -3.343 0.005 0.003 0.002 0.0524
H 4.711 2.797 -2.615 -0.003 0.009 -0.007 0.0536
H 4.402 4.519 -2.430 -0.005 -0.001 0.009 0.0624
H 3.448 2.830 1.516 0.015 0.000 -0.005 0.0294
H 4.583 3.965 0.822 -0.001 0.004 -0.005 0.0595
H 4.793 2.257 0.499 -0.002 -0.002 0.001 0.0486
C -2.831 1.624 2.290 -0.009 -0.007 -0.010 0.0256
C -2.224 0.376 2.810 -0.015 0.073 -0.023 -0.3976
C -2.364 0.040 4.243 0.010 0.006 -0.002 0.0418
O -1.577 -0.416 2.085 -0.133 -0.101 -0.018 -0.1736
H -3.842 1.742 2.688 -0.001 -0.003 -0.006 0.1273
H -2.833 1.694 1.205 -0.023 -0.007 0.044 0.0674
H -2.263 2.465 2.704 0.004 -0.001 0.008 0.1304
H -3.415 -0.211 4.431 0.001 -0.005 -0.008 0.1305
H -2.157 0.918 4.859 -0.001 -0.003 -0.002 0.1234
H -1.738 -0.799 4.530 0.001 -0.001 0.002 0.1066
```
Forces are in eV/Å.

Results
Expectation value of S²: 0.758
Kohn-Sham gap (alpha / beta): 0.2221 / 0.1429 Eh
Relative energy (zero: lowest compared OMol25 entry of this formula, charge and spin): 0.0 kJ/mol
Molar mass: 870.35 g/mol
E_HOMO (alpha / beta): -16.7 / -16.7 eV
Total charge: +3
Spin multiplicity: 2

Record 5
Entry from OMol25: C33H37Cl2GeOOsS3SeSi as an isolated structure in a non-equilibrium geometry (wB97M-V/def2-TZVPD).

Geometry as XYZ:
```
80
Properties=species:S:1:pos:R:3:forces:R:3:lowdin_charge:R:1
Os -1.459 1.609 -0.439 0.948 -0.050 -0.380 0.4354
Cl -2.435 3.238 0.828 -0.414 0.164 0.307 0.6831
C -2.853 4.592 -0.201 0.039 -0.160 -0.279 -0.5980
C -3.210 5.787 0.379 -0.017 0.115 0.058 -0.1235
C -3.593 6.840 -0.440 -0.041 0.148 0.067 -0.1241
C -3.621 6.662 -1.817 -0.033 0.099 0.023 -0.1556
C -3.260 5.447 -2.363 0.082 -0.231 0.070 -0.6892
Cl -3.323 5.282 -4.100 -0.007 -0.001 -0.027 0.6047
C -2.846 4.355 -1.581 0.045 -0.195 0.015 -0.6934
S -2.340 2.812 -2.238 -0.302 0.165 -0.081 0.5041
H -3.170 5.889 1.456 -0.010 0.013 -0.039 0.1010
H -3.860 7.799 -0.011 0.009 -0.027 -0.009 0.0859
H -3.918 7.467 -2.478 0.004 -0.003 0.023 0.0868
C 0.419 0.976 0.121 -0.626 -0.197 -0.136 -0.5853
Ge 1.696 -0.384 0.131 0.125 -0.150 -0.120 0.9236
C 2.627 -0.361 -1.602 0.096 0.051 -0.027 -0.2446
C 3.987 -0.616 -1.770 0.004 -0.087 -0.062 -0.1017
C 4.574 -0.579 -3.033 0.026 -0.029 0.189 -0.1155
C 3.803 -0.286 -4.148 -0.070 0.016 -0.023 -0.1200
C 2.450 -0.015 -3.993 -0.036 0.010 0.032 -0.0933
C 1.872 -0.044 -2.728 -0.060 0.084 -0.192 -0.1049
C 3.025 -0.161 1.559 0.085 -0.062 0.040 -0.2635
C 3.932 -1.168 1.891 0.100 0.005 0.128 -0.1347
C 4.849 -0.996 2.925 -0.044 -0.095 -0.107 -0.1140
C 4.869 0.193 3.645 -0.009 -0.031 -0.027 -0.1223
C 3.977 1.203 3.319 -0.075 0.031 -0.062 -0.0919
C 3.062 1.030 2.283 0.013 0.141 0.062 -0.1026
C 1.097 -2.255 0.335 0.055 -0.007 0.066 -0.2607
C 1.123 -2.887 1.574 -0.050 -0.192 0.001 -0.1427
C 0.735 -4.218 1.718 0.032 0.095 0.036 -0.1152
C 0.318 -4.943 0.611 0.017 0.041 0.065 -0.1137
C 0.298 -4.330 -0.634 0.013 0.065 -0.077 -0.0932
C 0.685 -3.003 -0.766 -0.003 -0.071 -0.074 -0.1284
H 4.601 -0.839 -0.903 0.018 0.007 -0.024 0.0853
H 5.635 -0.772 -3.144 0.004 -0.004 0.015 0.0865
H 4.258 -0.255 -5.131 -0.002 -0.001 -0.004 0.0868
H 1.844 0.235 -4.856 -0.012 -0.003 0.009 0.0951
H 0.823 0.213 -2.603 -0.013 -0.029 -0.013 0.0746
H 3.912 -2.109 1.348 0.025 0.015 0.033 0.0975
H 5.544 -1.792 3.172 -0.009 0.003 -0.008 0.0866
H 5.578 0.328 4.454 0.010 -0.005 0.007 0.0856
H 3.989 2.138 3.868 -0.021 0.006 -0.011 0.0974
H 2.382 1.844 2.026 0.027 -0.035 0.052 0.0084
H 1.462 -2.340 2.448 -0.011 -0.017 0.026 0.0817
H 0.758 -4.685 2.697 0.003 -0.006 0.013 0.0912
H 0.010 -5.977 0.718 -0.002 -0.009 0.005 0.0873
H -0.034 -4.884 -1.506 0.014 0.024 0.008 0.0910
H 0.647 -2.538 -1.743 0.004 -0.014 0.041 0.0636
C -2.886 -1.767 4.345 -0.038 -0.020 -0.007 -0.1493
C -1.966 -1.983 3.157 0.105 0.034 0.023 -0.3877
S -1.098 -0.453 2.668 -0.200 0.216 0.066 0.8599
O -2.124 0.628 2.785 0.084 -0.246 0.228 -0.5625
C -0.005 -0.295 4.154 0.011 0.024 -0.075 -0.3683
C -0.076 1.127 4.691 0.045 -0.027 -0.066 -0.1391
H -3.592 -2.594 4.447 0.025 0.004 0.002 0.0643
H -3.448 -0.842 4.198 0.000 -0.025 0.002 0.0649
H -2.327 -1.682 5.281 -0.036 0.008 -0.033 0.0588
H -2.516 -2.264 2.256 -0.006 0.033 0.024 0.0834
H -1.200 -2.744 3.329 -0.035 0.032 -0.020 0.0675
H 1.004 -0.514 3.798 -0.015 -0.031 -0.008 0.0564
H -0.276 -1.040 4.905 -0.025 0.056 -0.001 0.0660
H 0.214 1.842 3.918 0.003 0.019 0.005 0.0632
H 0.601 1.239 5.542 -0.012 -0.012 -0.027 0.0679
H -1.091 1.376 4.999 0.001 -0.012 -0.004 0.0643
S 0.900 3.648 1.102 0.020 0.174 0.078 0.3325
C 0.261 2.259 0.376 0.316 0.267 0.271 -1.0924
C -3.856 -1.974 -3.742 -0.109 -0.062 -0.098 -0.2578
Si -2.160 -1.212 -3.405 -0.095 0.026 0.124 0.0490
C -1.965 0.224 -4.589 0.061 0.140 -0.109 -0.2447
C -0.927 -2.523 -3.997 0.053 -0.102 0.052 -0.2348
Se -1.991 -0.757 -1.212 -0.104 -0.175 -0.164 0.2403
H -3.908 -2.395 -4.757 -0.024 0.044 0.100 0.0133
H -4.636 -1.215 -3.637 0.043 -0.040 0.007 0.0189
H -4.068 -2.769 -3.021 0.021 0.031 -0.047 0.0114
H -2.219 -0.097 -5.609 0.050 0.027 0.085 0.0220
H -0.934 0.593 -4.590 -0.060 0.002 -0.001 0.0163
H -2.606 1.063 -4.311 0.007 -0.045 -0.040 -0.0269
H -1.149 -2.824 -5.030 0.006 0.040 0.095 0.0198
H -0.976 -3.415 -3.362 0.002 0.046 -0.065 0.0070
H 0.099 -2.145 -3.966 -0.025 -0.012 -0.005 0.0053
```
Forces are in eV/Å.

Results
Expectation value of S²: 0.756
Kohn-Sham gap (alpha / beta): 0.1521 / 0.1707 Eh
Relative energy (zero: lowest compared OMol25 entry of this formula, charge and spin): 89.0 kJ/mol
Molar mass: 986.65 g/mol
E_HOMO (alpha / beta): 0.0 / -0.5 eV
Total charge: -2
Spin multiplicity: 2

Record 6
Entry from OMol25: C6H11FN2 as an isolated structure in a non-equilibrium geometry (wB97M-V/def2-TZVPD).

Geometry as XYZ:
```
20
Properties=species:S:1:pos:R:3:forces:R:3:lowdin_charge:R:1
C 0.939 -0.764 0.849 -3.034 1.949 0.550 -0.1502
C 1.725 0.413 0.350 0.133 -0.789 0.134 -0.3527
C -0.787 0.227 0.988 3.098 -2.994 0.528 -0.1791
C 2.560 0.156 -0.900 -0.103 -0.003 0.249 -0.0549
C -2.463 0.168 -0.905 -0.055 -0.110 0.163 -0.1118
C -1.938 -0.525 0.349 -0.063 0.159 -0.142 -0.2270
N 0.799 1.535 0.046 0.907 0.864 -0.525 0.0586
N -0.358 1.394 0.359 -1.142 1.057 -0.236 -0.0011
F 0.754 -1.765 -0.054 0.091 -0.246 -0.327 -0.0157
H 1.166 -1.188 1.820 0.170 0.032 0.007 0.1193
H 2.356 0.817 1.148 -0.023 -0.125 -0.006 0.1431
H -0.905 0.393 2.057 -0.035 0.146 -0.008 0.1248
H 1.934 -0.264 -1.682 -0.009 -0.034 -0.095 0.0763
H 3.363 -0.545 -0.682 0.041 -0.019 -0.044 0.0812
H 2.978 1.094 -1.252 0.067 0.055 -0.028 0.0748
H -2.771 1.184 -0.679 -0.043 0.101 -0.071 0.0686
H -3.319 -0.376 -1.297 -0.032 -0.051 -0.118 0.0701
H -1.687 0.208 -1.665 0.003 0.050 -0.159 0.0715
H -1.596 -1.527 0.079 -0.003 0.010 0.115 0.1001
H -2.747 -0.634 1.073 0.028 -0.054 0.013 0.1040
```
Forces are in eV/Å.

Results
Kohn-Sham gap: 0.3612 Eh
Relative energy (zero: lowest compared OMol25 entry of this formula, charge and spin): 161.5 kJ/mol
Molar mass: 130.17 g/mol
E_HOMO: -8.8 eV

Question: What is the formula in the fifth record?
Answer: C33H37Cl2GeOOsS3SeSi